1.
The following is a DFT calculation (ωB97M-V with the def2-TZVPD basis set) of a molecular structure, C3H2O2Sm.

The LUMO energy (spin up / spin down) is -4.97 / -5.68 eV. The value obtained for the HOMO-LUMO gap (spin up / spin down) is 7.567 / 7.955 eV. The net charge is +1. Its spin multiplicity is 8. The expectation value of S² is 15.76. The relative energy (zero: lowest compared OMol25 entry of this formula, charge and spin) comes out at 20.33 kJ/mol.

Last column: Löwdin spin population.
CARTESIAN COORDINATES (ANGSTROEM)
O: 0.82 1.19 1.24  -0.0047
C: 1.34 0.00 0.81  0.1208
C: 0.56 -0.56 -0.33  0.3727
C: 0.37 -1.81 -0.72  0.1804
O: 0.09 -2.88 -1.06  0.1954
Sm: -1.04 1.51 0.19  6.0540
H: 1.56 -0.76 1.59  0.0117
H: 2.15 0.05 -0.14  0.0696

---

2.
The following is a DFT calculation (ωB97M-V with the def2-TZVPD basis set) of 16 unconnected molecules or ions with the total composition C24H79NO18PS.

The LUMO energy (spin up / spin down) is -0.25 / -0.67 eV. The value obtained for the HOMO-LUMO gap (spin up / spin down) is 8.717 / 8.307 eV. Its spin multiplicity is 2. The expectation value of S² is 0.75.

Last column: Löwdin spin population.
CARTESIAN COORDINATES (ANGSTROEM)
C: 1.41 -2.90 -1.96  -0.0013
C: 1.39 -1.34 -1.35  0.0225
C: 0.59 -1.49 0.09  0.0004
C: 0.46 -0.49 -2.39  0.0179
C: 0.68 1.13 -2.38  0.0005
P: -0.57 2.09 -1.26  0.0000
O: -1.69 0.96 -0.54  0.0000
O: 0.19 3.19 -0.14  0.0000
S: -1.69 3.23 -2.44  -0.0001
C: 2.24 1.51 -2.13  0.0163
C: 3.10 0.52 -1.17  0.0231
C: 4.69 0.69 -1.67  -0.0018
C: 3.12 1.13 0.39  0.0010
N: 2.83 -0.95 -1.25  0.3183
O: 3.49 -1.47 -2.30  0.5978
H: 1.48 -2.92 -3.13  -0.0001
H: 2.21 -3.58 -1.43  0.0000
H: 0.33 -3.34 -1.69  -0.0004
H: 0.71 -2.62 0.44  0.0000
H: -0.58 -1.35 -0.06  -0.0004
H: 1.03 -0.84 0.96  0.0004
H: 0.76 -0.86 -3.48  0.0019
H: -0.68 -0.70 -2.27  0.0009
H: 0.42 1.50 -3.49  0.0009
H: -1.53 0.87 0.45  0.0000
H: 0.62 2.62 0.55  0.0000
H: 2.29 2.59 -1.65  0.0008
H: 2.78 1.59 -3.17  0.0017
H: 5.03 1.75 -1.25  -0.0004
H: 5.40 -0.11 -1.16  -0.0001
H: 4.79 0.73 -2.83  0.0000
H: 3.37 2.29 0.32  -0.0004
H: 4.02 0.65 0.98  0.0005
H: 2.09 1.06 0.93  0.0000
C: -5.15 5.08 -2.06  0.0000
O: -4.63 5.02 -3.38  0.0000
H: -6.24 5.22 -2.12  0.0000
H: -4.93 4.15 -1.54  0.0000
H: -4.71 5.93 -1.54  0.0000
H: -3.67 4.89 -3.30  0.0000
C: -2.86 8.61 -1.03  0.0000
O: -4.21 8.47 -1.46  0.0000
H: -2.85 9.09 -0.04  0.0000
H: -2.40 7.62 -0.96  0.0000
H: -2.31 9.24 -1.73  0.0000
H: -4.18 8.05 -2.33  0.0000
C: 2.00 -6.43 0.00  0.0000
O: 0.66 -6.15 0.39  0.0000
H: 2.42 -5.54 -0.47  0.0001
H: 2.59 -6.69 0.88  0.0000
H: 2.00 -7.25 -0.71  0.0000
H: 0.31 -6.95 0.81  0.0000
C: 0.32 6.14 2.43  0.0000
O: -0.08 4.80 2.22  0.0000
H: 0.85 6.21 3.39  0.0000
H: 0.99 6.45 1.63  0.0000
H: -0.56 6.78 2.46  0.0000
H: -0.54 4.77 1.37  0.0000
C: 3.32 5.47 5.21  0.0000
O: 2.92 4.12 5.00  0.0000
H: 3.85 5.54 6.16  0.0000
H: 3.99 5.78 4.40  0.0000
H: 2.44 6.11 5.23  0.0000
H: 2.46 4.09 4.14  0.0000
C: -1.78 -7.59 -1.26  0.0000
O: -0.82 -8.62 -1.07  0.0000
H: -1.42 -6.68 -0.78  0.0000
H: -1.91 -7.40 -2.33  0.0000
H: -2.73 -7.89 -0.82  0.0000
H: -1.17 -9.41 -1.52  0.0000
C: -0.40 -4.45 -4.93  0.0000
O: 0.71 -4.78 -4.12  0.0000
H: -0.69 -3.42 -4.73  0.0000
H: -0.13 -4.56 -5.98  0.0000
H: -1.24 -5.11 -4.69  0.0000
H: 0.94 -5.71 -4.31  0.0000
C: 1.60 -11.34 -1.00  0.0000
O: 0.45 -10.80 -0.38  0.0000
H: 1.62 -12.42 -0.82  0.0000
H: 1.56 -11.16 -2.08  0.0000
H: 2.49 -10.88 -0.57  0.0000
H: 0.45 -9.84 -0.56  0.0000
C: 4.38 6.20 1.14  0.0000
O: 3.14 5.68 1.58  0.0000
H: 4.79 6.84 1.92  0.0000
H: 5.07 5.38 0.93  0.0000
H: 4.22 6.79 0.23  0.0000
H: 2.79 5.12 0.87  0.0000
C: -9.40 4.61 -1.55  0.0000
O: -8.29 4.27 -0.74  0.0000
H: -9.69 5.64 -1.35  0.0000
H: -9.13 4.50 -2.60  0.0000
H: -10.24 3.95 -1.31  0.0000
H: -8.06 3.35 -0.93  0.0000
C: 4.79 -8.62 -0.65  0.0000
O: 3.66 -9.02 -1.41  0.0000
H: 4.79 -9.16 0.30  0.0000
H: 5.70 -8.84 -1.20  0.0000
H: 4.73 -7.54 -0.45  0.0000
H: 3.68 -8.52 -2.24  0.0000
C: 5.78 -4.63 0.35  0.0000
O: 5.65 -6.01 0.63  0.0000
H: 5.78 -4.48 -0.73  0.0000
H: 4.94 -4.08 0.79  0.0000
H: 6.73 -4.26 0.77  0.0000
H: 5.66 -6.11 1.60  0.0000
C: -5.18 9.24 2.47  0.0000
O: -4.23 8.21 2.66  0.0000
H: -4.82 10.15 2.95  0.0000
H: -5.31 9.42 1.40  0.0000
H: -6.13 8.94 2.91  0.0000
H: -4.57 7.41 2.21  0.0000
C: 1.79 -11.00 3.19  0.0000
O: 0.66 -11.41 2.43  0.0000
H: 1.79 -11.54 4.14  0.0000
H: 2.70 -11.23 2.64  0.0000
H: 1.73 -9.93 3.39  0.0000
H: 0.68 -10.91 1.60  0.0000
C: -7.23 10.21 5.59  0.0000
O: -7.88 9.67 4.45  0.0000
H: -6.67 11.10 5.29  0.0000
H: -7.97 10.49 6.34  0.0000
H: -6.54 9.47 6.00  0.0000
H: -8.37 8.89 4.75  0.0000

---

Number 1: DFT total energy -923.58157 hartree. Number 2: DFT total energy -3109.95669 hartree.